27
Properties=species:S:1:pos:R:3:mulliken_charge:R:1 method="wB97M-V/def2-TZVPD" smiles=Cc1c[nH]c2ccccc12.CC de_lowest_kcal_mol=65.2 lumo_ev=0.92 charge=0 orbital_gap_ev=8.6
C 2.2449 0.8058 0.2927 -1.36
C 0.0681 -0.4582 1.4624 0.91
C 1.1656 0.4643 1.3607 0.40
C -0.5663 -0.3332 2.7831 -0.49
C 1.0895 1.1577 2.5723 -0.42
C -0.5606 -1.2243 0.4401 -0.38
C -1.5319 -2.1894 0.8400 -0.64
C -2.1107 -2.0832 2.1027 -0.38
C -1.5799 -1.1738 3.0374 -0.42
N 0.0751 0.6913 3.4224 -0.03
H -0.0682 -1.2128 -0.5738 0.25
H -1.7326 -3.0070 0.3001 0.50
H -2.8310 -2.7776 2.6164 0.26
H 2.9258 1.4995 0.6335 0.43
H 1.8274 1.0902 -0.6936 0.17
H 1.6911 2.0527 3.0427 0.24
H -0.1708 1.2392 4.2497 0.25
H -2.0531 -1.4130 3.9706 0.31
H 2.6119 -0.1348 0.0666 0.39
C 0.5263 0.5192 -3.7027 -0.70
C -0.6515 1.1520 -4.3312 -0.84
H 0.5914 0.7338 -2.7503 0.10
H 0.6459 -0.5764 -3.9641 0.29
H 1.4133 1.0697 -3.8912 0.37
H -0.5340 1.5023 -5.3025 0.32
H -0.9818 2.1832 -3.8002 0.23
H -1.5040 0.4229 -4.1837 0.24